The following is a DFT calculation (ωB97M-V/def2-TZVPD) of a structure of composition C5H12SSi at a distorted geometry.

LUMO: 0.87 eV
relative energy (zero: lowest compared OMol25 entry of this formula, charge and spin): 98.5 kJ/mol
E_HOMO: -8.350 eV
HOMO-LUMO gap: 9.2 eV
energy: -24091.7301 eV
charge: 0

Structure (XYZ):
```
19
C5H12SSi ωB97M-V/def2-TZVPD
C -1.1505 -1.5216 0.8314
C 0.7773 0.1954 1.1067
C 2.3260 0.3252 1.0206
C -1.6593 1.3874 -0.4794
C 0.0450 -0.4796 -2.0133
Si -0.4423 -0.0537 -0.2422
S 0.3063 -1.4077 2.0580
H -2.0243 -1.3982 1.4588
H -1.2236 -2.6256 0.4725
H 0.4957 1.1547 1.7572
H 2.5211 0.9099 0.1034
H 2.6459 -0.6691 0.8935
H 2.7976 0.6856 1.9101
H -2.6130 1.3816 0.0627
H -1.3665 2.4164 -0.2769
H -1.9758 1.2511 -1.5597
H -0.5495 0.1029 -2.6546
H 1.0480 -0.2056 -2.0693
H 0.0417 -1.4491 -2.3794
```

The following is a DFT calculation (ωB97M-V/def2-TZVPD) of the molecule C5H8N2.

LUMO: 0.65 eV
relative energy (zero: lowest compared OMol25 entry of this formula, charge and spin): 42.2 kJ/mol
E_HOMO: -10.288 eV
HOMO-LUMO gap: 10.9 eV
energy: -8294.5588 eV
charge: 0
structure (SMILES): CC1=N[C@@H](C)N=C1

Structure (XYZ):
```
15
C5H8N2 ωB97M-V/def2-TZVPD
C 2.3945 0.4136 0.1595
C 0.9883 -0.0330 -0.0777
N 0.1684 -0.3996 0.8361
C -1.0757 -0.7052 0.1441
C -2.2064 0.1782 0.6642
N -0.8860 -0.5025 -1.2888
C 0.3224 -0.1069 -1.4036
H 2.5308 0.6936 1.2058
H 3.0991 -0.3911 -0.0784
H 2.6445 1.2677 -0.4787
H -1.3159 -1.7652 0.3034
H -3.0539 0.1502 -0.0252
H -2.5324 -0.1536 1.6524
H -1.8496 1.2094 0.7496
H 0.7719 0.1444 -2.3625
```

The following is a DFT calculation (ωB97M-V/def2-TZVPD) of a cluster of 10 separate species, C14H46F6O9P in total at a distorted geometry.

LUMO: 2.63 eV
relative energy (zero: lowest compared OMol25 entry of this formula, charge and spin): 0.0 kJ/mol
E_HOMO: -7.490 eV
HOMO-LUMO gap: 10.1 eV
energy: -59293.7454 eV
charge: -1

Structure (XYZ):
```
76
C14H46F6O9P ωB97M-V/def2-TZVPD
P 4.4093 -5.8289 -5.6718
F 5.6751 -4.8784 -5.3580
F 5.3400 -6.7990 -6.5367
F 4.7547 -6.7356 -4.3742
F 3.1113 -6.7955 -5.9702
F 3.4683 -4.9005 -4.7103
F 3.9705 -4.8586 -6.8887
C 4.0857 -3.8211 -11.5908
C 3.4155 -2.8853 -10.6045
O 4.1880 -2.8432 -9.3946
H 5.1530 -3.5724 -11.5928
H 3.7744 -3.7135 -12.6326
H 3.9998 -4.8660 -11.2899
H 2.4591 -3.2846 -10.2695
H 3.2858 -1.8890 -11.0199
H 3.8844 -3.5302 -8.7930
C -0.0546 -6.8256 -1.7168
C 0.5651 -6.3284 -2.9933
O 1.8549 -6.8987 -3.0996
H -0.1376 -7.9132 -1.7332
H -1.0425 -6.4294 -1.4706
H 0.5635 -6.5667 -0.8495
H 0.6198 -5.2385 -3.0920
H -0.0593 -6.6708 -3.8328
H 2.1092 -6.9424 -4.0285
C 5.2436 -8.4568 -9.5181
C 3.8620 -7.9251 -9.1764
O 3.1823 -8.7492 -8.2725
H 5.7485 -7.7838 -10.2143
H 5.1960 -9.4342 -10.0130
H 5.8509 -8.5766 -8.6225
H 3.2633 -7.7280 -10.0731
H 4.1135 -6.9579 -8.7160
H 2.6584 -8.2095 -7.6744
C 7.9281 -4.9128 -8.3085
C 7.4217 -4.8541 -9.7431
O 8.1407 -3.8939 -10.5136
H 9.0190 -4.9172 -8.2239
H 7.5955 -5.7505 -7.6898
H 7.5834 -4.0318 -7.7556
H 6.3754 -4.5318 -9.6739
H 7.4188 -5.8408 -10.2001
H 7.8840 -3.0354 -10.1649
O 7.6177 -6.3232 -3.7287
H 8.2975 -5.8071 -4.1695
H 6.8177 -6.1266 -4.2308
O 3.7808 -4.6485 -1.6709
H 3.0634 -5.2826 -1.5740
H 3.6334 -4.3014 -2.5568
O 4.7995 -9.6492 -3.0737
H 4.1581 -9.1146 -3.5524
H 4.2850 -10.3452 -2.6579
C -1.0810 -5.4102 -8.6313
C 0.4016 -5.6318 -8.4124
C 1.2139 -5.5945 -9.6887
O 0.8498 -4.5795 -7.5577
H -1.6453 -5.6543 -7.7340
H -1.4769 -6.0312 -9.4390
H -1.2184 -4.3697 -8.9326
H 0.5396 -6.6151 -7.9411
H 2.2853 -5.4561 -9.5155
H 0.9182 -4.7695 -10.3428
H 1.1871 -6.5064 -10.2941
H 1.6647 -4.8737 -7.1387
C 4.3485 -0.8879 -3.8958
C 5.7140 -1.1413 -4.5322
C 6.7713 -0.1951 -4.0328
O 6.1345 -2.4711 -4.2279
H 3.5618 -1.4235 -4.4326
H 4.0440 0.1600 -4.0057
H 4.4119 -1.1755 -2.8482
H 5.6185 -1.0288 -5.6223
H 6.7961 -0.1746 -2.9360
H 6.6144 0.8454 -4.3233
H 7.7632 -0.5134 -4.3563
H 5.5487 -3.0494 -4.7327
```

The following is a DFT calculation (ωB97M-V/def2-TZVPD) of a structure of composition C34H32CeN9O7S5 at a distorted geometry.

LUMO (alpha / beta): 0.35 / 0.37 eV
E_HOMO (alpha / beta): -4.742 / -4.742 eV
HOMO-LUMO gap (alpha / beta): 5.1 / 5.1 eV
energy: -130633.2139 eV
charge: -1

Structure (XYZ):
```
88
C34H32CeN9O7S5 ωB97M-V/def2-TZVPD
Ce -0.3901 -0.1353 -0.0370
C -2.0535 1.4603 2.7411
N -1.1705 1.9556 1.6683
C -1.8806 3.0027 0.9296
C 0.0941 2.3413 2.2449
C 0.4682 3.6583 2.4025
C 1.6287 3.9993 3.0940
C 2.3493 2.9887 3.7012
C 1.9960 1.6555 3.5318
C 0.9255 1.2696 2.7035
N 0.5197 0.0190 2.3264
C 1.0639 -1.1820 2.7360
C 2.3515 -1.4077 3.2489
C 2.7493 -2.6492 3.7141
C 1.8895 -3.7316 3.6649
C 0.6488 -3.5576 3.0677
C 0.2457 -2.3286 2.5823
N -1.0207 -2.1824 1.8922
C -1.2589 -3.2650 0.9244
C -2.1279 -2.1535 2.8557
H -2.3024 2.2761 3.4302
H -2.9718 1.0663 2.3066
H -1.5498 0.6717 3.2908
H -1.2188 3.5058 0.2300
H -2.6872 2.5424 0.3584
H -2.3117 3.7529 1.6050
H -0.1563 4.4463 2.0010
H 1.9331 5.0341 3.1798
H 3.2079 3.2313 4.3161
H 2.5657 0.9145 4.0671
H 3.0825 -0.6159 3.2235
H 3.7507 -2.7742 4.1080
H 2.1864 -4.7018 4.0400
H -0.0115 -4.4099 2.9619
H -0.3975 -3.3639 0.2677
H -2.1420 -3.0175 0.3365
H -1.4439 -4.2296 1.4145
H -2.2943 -3.1485 3.2884
H -1.8911 -1.4630 3.6642
H -3.0353 -1.8254 2.3537
N 0.0954 1.2207 -8.1306
C -0.2887 1.4508 -6.8144
C -0.8936 0.4358 -6.0674
C -1.3388 0.6829 -4.7835
C -1.1707 1.9451 -4.2282
C -0.5727 2.9639 -4.9563
C -0.1273 2.7164 -6.2423
S -1.7211 2.2521 -2.5637
O -2.8384 1.3849 -2.3274
O -1.9314 3.6699 -2.4202
N -0.5336 1.7316 -1.5645
C 0.5992 2.4454 -1.4142
N 1.3640 2.0576 -0.3644
C 2.4359 2.7794 -0.0910
C 2.8210 3.8654 -0.8604
C 2.0406 4.1116 -1.9771
N 0.9506 3.4191 -2.2708
H 0.2766 0.2581 -8.3640
H 0.7920 1.8495 -8.4936
H -1.0076 -0.5514 -6.4996
H -1.7992 -0.1021 -4.2015
H -0.4535 3.9295 -4.4842
H 0.3540 3.5004 -6.8157
H 3.0110 2.4677 0.7757
H 3.6919 4.4545 -0.6194
H 2.3050 4.8941 -2.6831
O -6.3034 -2.9549 -3.5339
C -5.3482 -2.5184 -2.9418
S -5.4455 -1.5759 -1.4586
C -3.7152 -1.3258 -1.2100
C -2.8959 -1.8690 -2.1381
S -1.1667 -1.8252 -2.2053
S -3.6809 -2.7348 -3.4642
S -3.2793 -0.4206 0.1921
O 5.2186 -2.2487 -2.5331
C 4.7783 -1.3577 -3.3876
O 5.4066 -1.0296 -4.3738
C 3.4543 -0.7413 -3.1081
C 2.8475 0.1830 -3.9292
N 1.6809 0.5155 -3.3600
N 1.4742 -0.1360 -2.2181
C 2.5311 -0.9091 -2.0419
C 2.5349 -1.7896 -0.8235
O 3.5002 -2.5529 -0.6584
O 1.5353 -1.6836 -0.0640
H 4.5740 -2.3824 -1.7462
H 3.1866 0.6086 -4.8584
H 0.9720 1.1457 -3.7106
```

Copy entry 2 word for word.
The following is a DFT calculation (ωB97M-V/def2-TZVPD) of the molecule C5H8N2.

LUMO: 0.65 eV
relative energy (zero: lowest compared OMol25 entry of this formula, charge and spin): 42.2 kJ/mol
E_HOMO: -10.288 eV
HOMO-LUMO gap: 10.9 eV
energy: -8294.5588 eV
charge: 0
structure (SMILES): CC1=N[C@@H](C)N=C1

Structure (XYZ):
```
15
C5H8N2 ωB97M-V/def2-TZVPD
C 2.3945 0.4136 0.1595
C 0.9883 -0.0330 -0.0777
N 0.1684 -0.3996 0.8361
C -1.0757 -0.7052 0.1441
C -2.2064 0.1782 0.6642
N -0.8860 -0.5025 -1.2888
C 0.3224 -0.1069 -1.4036
H 2.5308 0.6936 1.2058
H 3.0991 -0.3911 -0.0784
H 2.6445 1.2677 -0.4787
H -1.3159 -1.7652 0.3034
H -3.0539 0.1502 -0.0252
H -2.5324 -0.1536 1.6524
H -1.8496 1.2094 0.7496
H 0.7719 0.1444 -2.3625
```